C4H13N2S | ωB97M-V with the def2-TZVPD basis set

Last column: natural (NBO) charge in e.
Positions of all 20 atoms, in Å:
H (-0.2299, 1.2010, 1.4187)  0.245
H (-2.1297, 0.2300, -0.4327)  0.435
H (-1.5099, -1.9213, 0.5087)  0.241
H (1.9590, -1.4242, 0.7069)  0.199
C (-1.2584, -0.9628, 1.0461)  -0.395
C (2.4567, -0.6678, 0.0337)  -0.459
H (2.9170, -1.1368, -0.8694)  0.215
H (-0.3131, -0.9269, 1.4736)  0.228
H (-1.9505, -0.6793, 1.7633)  0.233
H (-0.4294, 1.9679, -0.1607)  0.244
H (-1.8322, 1.8893, 1.0161)  0.231
H (3.1596, -0.0917, 0.7582)  0.255
N (-1.2233, 0.1218, 0.0700)  -0.379
H (-1.6456, 0.3536, -2.4622)  0.112
S (-0.3385, 0.6474, -2.4218)  0.130
C (-0.9015, 1.3935, 0.5547)  -0.421
C (-0.1455, -0.1668, -0.9498)  -0.140
H (0.0204, -1.2533, -1.0221)  0.222
H (1.8594, 0.9820, -0.9147)  0.356
N (1.5355, 0.4445, -0.1166)  -0.552

The value obtained for the LUMO energy is -3.5133 eV. Its spin multiplicity is 1. The total charge is +1. Its energy above the lowest of the compared OMol25 structures with the same formula, charge and spin is 96.6 kcal/mol. The frontier orbital gap comes out at 0.36939 hartree.

C4H13N2S | ωB97M-V with the def2-TZVPD basis set

Last column: natural (NBO) charge in e.
Positions of all 20 atoms, in Å:
H (3.3944, -0.4084, 0.8905)  0.246
H (-1.3949, 1.1396, 1.7599)  0.413
C (1.4415, 0.2496, 0.1285)  -0.239
H (1.1850, 1.2078, -0.2520)  0.214
H (0.3495, -1.5591, 0.1041)  0.415
C (-1.6463, 1.1110, -0.8630)  -0.718
H (1.2349, 0.2879, 1.2450)  0.194
H (-1.1572, -0.5429, 2.0740)  0.412
H (0.3970, -0.5153, -1.2977)  0.408
N (-1.5616, 0.1651, 1.4432)  -0.813
H (2.7455, -1.4029, -0.5892)  0.223
H (-2.7874, -2.1436, 0.2772)  0.158
S (-2.3433, -1.3854, -0.7183)  0.088
C (2.8507, -0.3237, -0.0980)  -0.641
N (0.3356, -0.6191, -0.2899)  -0.640
H (-2.7055, 1.5623, -0.8773)  0.293
H (-1.0247, 1.9339, -0.3626)  0.227
H (3.4876, 0.3077, -0.7142)  0.246
C (-1.4843, -0.0542, 0.0698)  0.247
H (-1.3165, 0.9897, -1.9299)  0.265

The value obtained for the LUMO energy is -3.1289 eV. Its spin multiplicity is 1. The total charge is +1. Its energy above the lowest of the compared OMol25 structures with the same formula, charge and spin is 42.5 kcal/mol. The frontier orbital gap comes out at 0.39763 hartree.

C4H13N2S2 | ωB97M-V with the def2-TZVPD basis set

Last column: natural (NBO) charge in e.
Positions of all 21 atoms, in Å:
H (-1.4725, 0.6885, -1.1811)  0.201
H (2.1855, -1.4148, 1.8652)  0.460
S (-1.6555, -1.4866, 0.5556)  0.131
C (1.2407, -0.2030, 0.1791)  0.242
H (-3.8293, -0.4566, 0.2286)  0.254
H (-0.3145, 0.3522, 1.5044)  0.434
C (-2.3976, 0.8323, -0.5103)  -0.607
H (3.0560, -0.3260, 1.2778)  0.431
C (1.8759, 0.5469, -0.9086)  -0.696
H (-3.1392, 1.4234, -0.9260)  0.227
N (0.6058, 0.6059, 1.0895)  -0.894
H (2.5420, 1.2070, -0.3330)  0.215
N (2.3405, -0.9940, 0.9374)  -0.733
H (1.1453, 1.1828, -1.4755)  0.279
C (-2.9314, -0.5636, -0.3324)  -0.533
S (0.0399, -1.6687, -0.5444)  0.036
H (2.4411, 0.0062, -1.7223)  0.261
H (-2.1576, 1.3706, 0.4604)  0.207
H (-3.0879, -1.1093, -1.2459)  0.236
H (2.6870, -1.6130, 0.2090)  0.444
H (0.8258, 1.6202, 0.8726)  0.406

The value obtained for the LUMO energy is -3.3564 eV. Its spin multiplicity is 1. The total charge is +1. As for the structure (SMILES): CCSS[C@@](C)(N)[NH3+]. Its energy above the lowest of the compared OMol25 structures with the same formula, charge and spin is 35.4 kcal/mol. The frontier orbital gap comes out at 0.34260 hartree.

C4H13N3 | ωB97M-V with the def2-TZVPD basis set

Last column: natural (NBO) charge in e.
Positions of all 20 atoms, in Å:
H (0.4885, -1.1809, 1.3090)  0.349
C (-0.6687, 0.2665, -1.3808)  -0.218
H (1.6993, 1.1518, 0.0294)  0.176
N (-1.9373, 0.8915, -1.8120)  -0.839
H (0.1889, 0.8950, -1.6684)  0.168
H (-1.9892, 0.8442, -2.8220)  0.357
C (1.5815, 0.4743, 0.8824)  -0.046
H (-1.9211, 1.8755, -1.5693)  0.349
H (-0.8771, 0.9057, 0.6681)  0.158
H (3.3551, -0.3972, 0.4282)  0.360
H (1.1997, 1.0904, 1.7067)  0.149
H (-2.7818, -0.6477, 0.2043)  0.235
C (-1.7925, -1.0237, 0.4599)  -0.614
H (-1.5970, -1.9580, -0.0677)  0.206
H (-1.7688, -1.2355, 1.5308)  0.199
N (2.8769, -0.0377, 1.2430)  -0.827
H (-0.5634, -0.6722, -1.9283)  0.192
N (0.6053, -0.5663, 0.5133)  -0.642
H (2.7920, -0.7864, 1.9194)  0.350
C (-0.6960, -0.0251, 0.1048)  -0.061

The value obtained for the LUMO energy is 1.1186 eV. Its spin multiplicity is 1. As for the structure (SMILES): C[C@H](CN)NCN. Its energy above the lowest of the compared OMol25 structures with the same formula, charge and spin is 9.7 kcal/mol. The frontier orbital gap comes out at 0.36912 hartree.

no.,HOMO energy (eV)
1,-13.5647
2,-13.9488
3,-12.6789
4,-8.9257